ORCA calculation (ωB97M-V/def2-TZVPD) on a structure of composition C4H5N3S in a non-equilibrium geometry.

```
! RIJCOSX wB97M-V def2-TZVPD def2/J DEFGRID3
* xyz 0 1
S -2.95 -1.30 -1.23
N -0.76 -1.81 -0.41
N -1.78 -2.40 -0.83
N -2.02 -0.02 -0.95
C 0.58 0.61 0.13
C 1.28 -0.05 1.25
C 0.58 1.72 -0.51
C -0.90 -0.46 -0.46
H 1.80 0.58 2.09
H -0.17 1.99 -1.26
H 1.36 2.49 -0.53
H 2.16 -0.56 0.89
H 0.82 -0.78 1.82
*
```

As for the LUMO energy: 0.182 eV. As for the HOMO energy: -10.0 eV. Its frontier orbital gap is 0.3742 hartree. For the total energy, the calculation gives -19531.0510 eV. The calculation puts the energy above the lowest of the compared OMol25 structures with the same formula, charge and spin at 88.32 kcal/mol.